(1)
DFT (the ωB97M-V functional and the def2-TZVPD basis) results for 2 unconnected molecules or ions with the total composition C19H21IN4O5 at a distorted geometry.

XYZ file:
```
50
Properties=species:S:1:pos:R:3
N 1.11822 -1.30158 6.47075
C 0.61387 -0.17782 5.87796
O 1.17347 0.86044 6.18297
C -0.47535 -0.23181 4.89217
C -1.37427 -1.30583 4.86483
C -2.39798 -1.33864 3.91907
C -2.54928 -0.32105 2.97126
I -4.33313 -0.53562 1.60073
C -1.63954 0.77047 2.96129
N -1.67442 1.82032 2.01571
O -1.94301 1.55254 0.84211
O -1.41026 2.96222 2.40997
C -0.62969 0.79671 3.94921
H 0.93280 -2.19364 6.02594
H 1.99467 -1.16388 6.96541
H -1.29813 -2.11401 5.58754
H -3.09801 -2.16908 3.91294
H 0.07675 1.62490 3.97904
C -3.30456 2.41160 -3.24830
N -1.99768 1.93945 -2.79515
C -1.74959 0.67790 -2.41908
O -2.62149 -0.18417 -2.44798
C -0.31322 0.37183 -1.94417
C 0.72467 0.40524 -3.08289
C 2.16959 0.30343 -2.62352
C 2.88123 1.46551 -2.26671
C 4.21319 1.37140 -1.82362
C 4.83882 0.11594 -1.73476
C 4.13423 -1.04516 -2.09387
C 2.80494 -0.95067 -2.54004
N -0.16315 -0.82379 -1.09166
C -0.38521 -2.12096 -1.32304
C -0.67095 -2.67304 -2.71006
O -0.29437 -2.90503 -0.38940
H -3.66534 1.77821 -4.06187
H -4.01880 2.35637 -2.42404
H -3.23449 3.44237 -3.59723
H -1.24606 2.60768 -2.74255
H -0.05752 1.21114 -1.29759
H 0.61043 1.34067 -3.63156
H 0.51604 -0.39519 -3.79119
H 2.40619 2.43350 -2.32891
H 4.75614 2.26436 -1.54766
H 5.86108 0.04306 -1.39047
H 4.61320 -2.01171 -2.02476
H 2.27373 -1.85005 -2.80808
H 0.05734 -0.64380 -0.12628
H 0.23461 -2.66247 -3.30675
H -1.44722 -2.10722 -3.21097
H -1.01247 -3.70101 -2.60476
```

Calculated values
SMILES ... NC(=O)c1ccc(I)c([N+](=O)[O-])c1.CNC(=O)[C@H](Cc1ccccc1)NC(C)=O
Kohn-Sham gap ... 8.21 eV

***

(2)
DFT (the ωB97M-V functional and the def2-TZVPD basis) results for 2 unconnected molecules or ions with the total composition C4H8N2O at a distorted geometry.

XYZ file:
```
15
Properties=species:S:1:pos:R:3
C -0.73430 -0.99417 0.29351
C 0.13688 -0.64633 -0.85629
C -0.12213 0.21693 -1.86550
N 1.09639 0.52081 -2.48544
C 1.90984 -0.51572 -2.09358
N 1.44171 -1.14322 -1.05497
H -0.73566 -0.20916 1.02609
H -1.77871 -1.15653 0.02405
H -0.40384 -1.94774 0.69672
H -0.94070 0.91850 -1.95661
H 1.00821 0.79826 -3.45482
H 2.74086 -0.98416 -2.59232
O -0.99172 1.85999 4.47312
H -1.47175 1.02248 4.51239
H -1.15511 2.26006 5.33365
```

Calculated values
SMILES ... Cc1c[nH]cn1.O
Kohn-Sham gap ... 9.48 eV

***

(3)
DFT (the ωB97M-V functional and the def2-TZVPD basis) results for 13 unconnected molecules or ions with the total composition C34H99N13O18 at a distorted geometry.

XYZ file:
```
164
Properties=species:S:1:pos:R:3
C -5.04790 -1.73650 -4.16238
O -6.15797 -1.85222 -3.71290
N -4.50104 -0.57411 -4.38858
N -4.24270 -2.78107 -4.38059
H -3.64175 -0.46952 -4.90895
H -5.16292 0.18730 -4.34108
H -4.80413 -3.61662 -4.29827
H -3.46053 -2.74564 -5.01859
C 5.48788 -3.77578 -1.66214
O 5.74259 -4.18106 -0.52211
N 4.35872 -3.97265 -2.26973
N 6.26041 -3.01518 -2.25642
H 4.17347 -3.55716 -3.17149
H 3.62252 -4.49267 -1.81401
H 7.04318 -2.66370 -1.72369
H 5.92668 -2.67462 -3.14679
C 1.06454 -4.81308 3.23809
O 1.36825 -5.19042 2.14374
N 0.08226 -3.95966 3.50540
N 1.74190 -5.06003 4.35685
H -0.18344 -3.38469 2.71869
H 0.34920 -3.50666 4.36775
H 2.62312 -5.50783 4.14939
H 1.18211 -5.19288 5.18695
C -2.31773 -1.78728 4.72566
O -1.49699 -1.07274 5.22599
N -2.55358 -1.97125 3.43073
N -3.31401 -2.38060 5.36593
H -3.14736 -2.67855 3.02177
H -2.05725 -1.37275 2.78609
H -4.21887 -2.45196 4.92295
H -3.23621 -2.21227 6.35877
C 0.24064 -9.32605 -3.31314
O 0.75992 -8.52933 -4.31986
C 1.99468 -7.78988 -3.95439
C 2.12753 -6.40502 -4.61790
N 1.36675 -5.40179 -3.76898
C -0.07647 -5.34084 -3.80114
C -0.64335 -4.18042 -3.06671
O -0.37718 -4.32637 -1.67140
C -0.70935 -3.07488 -1.02121
H -0.44171 -10.01145 -3.81587
H -0.28061 -8.77717 -2.52884
H 0.98399 -9.99816 -2.88445
H 2.91611 -8.32889 -4.17472
H 2.02880 -7.72672 -2.86676
H 2.07880 -6.31668 -5.70322
H 3.17059 -6.08948 -4.59429
H 1.68743 -5.47301 -2.81388
H -0.44741 -6.26088 -3.34944
H -0.57444 -5.29422 -4.76962
H -1.70534 -4.13761 -3.30844
H -0.19725 -3.28959 -3.50890
H -0.01385 -2.38403 -1.49778
H -0.47760 -2.99397 0.04079
H -1.76839 -2.87043 -1.17849
C 6.08547 2.78567 -4.32551
O 6.55492 1.49916 -4.62174
C 5.51565 0.56353 -4.03864
C 4.17065 0.41187 -4.72738
N 3.06741 0.49916 -3.77232
C 1.76800 0.69295 -4.40754
C 0.68052 0.71372 -3.34257
O 0.93077 1.87901 -2.54693
C 0.07744 2.06304 -1.38176
H 5.06362 3.04168 -4.60549
H 6.64414 3.60860 -4.77134
H 6.13131 3.08315 -3.27788
H 5.45176 0.91809 -3.00991
H 5.89543 -0.44324 -3.86458
H 3.94909 -0.47842 -5.31595
H 4.13472 1.25297 -5.41973
H 3.00379 -0.24968 -3.09757
H 1.66639 0.01320 -5.25353
H 1.84471 1.65605 -4.91217
H 0.57688 -0.21529 -2.78194
H -0.23464 0.92006 -3.89758
H 0.47366 2.79693 -0.67997
H 0.02148 1.13333 -0.81554
H -0.95050 2.36882 -1.57654
C -7.24948 1.45783 -2.55245
O -6.46796 1.90335 -1.47932
C -6.92058 3.17335 -0.88834
C -6.13111 3.77905 0.28758
N -6.46859 3.09283 1.56075
C -5.47328 3.35098 2.58236
C -6.04366 3.05786 3.98109
O -5.09076 3.14481 4.98557
C -5.60204 2.75275 6.31394
H -8.30444 1.43204 -2.27954
H -6.89184 0.44688 -2.74784
H -7.09826 2.15627 -3.37550
H -7.95414 3.00989 -0.58318
H -6.93677 3.83627 -1.75342
H -6.34338 4.84067 0.41411
H -5.15367 3.57136 -0.14780
H -6.42543 2.11919 1.29568
H -5.09229 4.36824 2.49224
H -4.60599 2.69448 2.51221
H -6.15409 1.98747 3.80742
H -7.02758 3.44389 4.24753
H -6.27871 3.50829 6.71319
H -4.94183 2.52144 7.14983
H -6.09795 1.79723 6.14321
C -3.28823 0.25804 -1.53702
O -2.47628 0.78180 -0.57698
C -2.87407 0.50132 0.70412
C -1.59843 0.62061 1.63458
N -0.59907 -0.35381 1.31219
C 0.63129 0.00682 2.03150
C 1.72091 -1.08936 1.73577
O 2.07870 -0.88127 0.42962
C 3.29287 -1.55727 0.03035
H -4.28438 0.69530 -1.60485
H -3.62646 -0.75658 -1.32667
H -2.79780 0.37410 -2.50352
H -3.25780 -0.51721 0.64538
H -3.69072 1.17023 0.97567
H -1.91806 0.48422 2.66770
H -1.15859 1.61636 1.69049
H -0.39514 -0.48113 0.33121
H 0.43561 0.35449 3.04587
H 0.88019 0.91426 1.48132
H 1.41157 -2.13296 1.79331
H 2.54193 -0.94024 2.43705
H 4.27728 -1.34942 0.44969
H 3.44563 -1.26423 -1.00834
H 3.16291 -2.63714 0.10151
C 5.73482 8.91376 1.88133
O 4.49297 8.15472 1.78347
C 3.74792 8.05951 3.07936
C 2.50245 7.37510 2.72583
N 1.80147 6.88691 3.88697
C 0.78841 5.93576 3.48162
C -0.08223 5.60031 4.70188
O -1.43871 5.59591 4.30294
C -1.97111 4.35382 3.90962
H 5.70453 10.00139 1.81611
H 6.31586 8.57414 1.02392
H 6.41414 8.65302 2.69290
H 3.40262 8.99624 3.51686
H 4.47800 7.56012 3.71630
H 2.87577 6.52296 2.15786
H 1.74249 7.94025 2.18623
H 2.56066 6.51569 4.44008
H 1.22235 5.04035 3.03662
H 0.10213 6.32383 2.72894
H 0.07656 6.39591 5.42984
H 0.24698 4.72120 5.25585
H -1.60681 4.14643 2.90345
H -3.01268 4.67108 3.85908
H -1.82046 3.53316 4.61099
O 6.42847 0.77254 0.23815
H 5.76875 0.91734 0.91641
H 7.23508 0.59492 0.72195
O 2.16522 -5.44540 -1.11292
H 1.34851 -4.95277 -1.19371
H 2.43552 -5.31452 -0.20405
O 3.35549 1.67356 0.04928
H 4.17063 1.53000 -0.43152
H 2.93533 0.81378 0.07145
O 1.17662 -1.68433 5.67073
H 0.30458 -1.33073 5.49538
H 1.59026 -1.03299 6.23720
```

Calculated values
Spin multiplicity ... 2
<S²> ... 0.751
Kohn-Sham gap (spin up / spin down) ... 1.44 / 7.80 eV
Charge ... -1

***

(4)
DFT (the ωB97M-V functional and the def2-TZVPD basis) results for a molecular structure, C9H7Cl2MnN3O4S3 at a distorted geometry.

XYZ file:
```
29
Properties=species:S:1:pos:R:3
Mn -3.41428 -0.76950 2.11654
Cl -4.35643 -1.17265 4.32067
C -2.79035 -1.07058 5.13926
Cl -1.66799 -0.75513 3.78140
H -2.55358 -2.01014 5.62708
H -2.78189 -0.25037 5.84929
O -3.69272 -0.60416 0.47414
S 4.63105 0.12246 0.81235
C 2.98231 0.13645 0.46967
S 1.81661 -0.18466 1.71482
C 0.48406 -0.08663 0.57299
N 0.90171 0.19397 -0.63486
N 2.30581 0.33262 -0.67848
C 2.80062 0.65307 -1.96583
C 4.12829 0.98549 -2.22806
C 4.54151 1.28608 -3.51836
C 3.64432 1.27026 -4.57284
C 2.31649 0.95292 -4.31796
C 1.90134 0.65099 -3.03438
S -1.19217 -0.33180 0.95690
H 4.85961 1.03812 -1.44326
H 5.57978 1.54037 -3.69234
H 3.97085 1.50721 -5.57897
H 1.59128 0.93906 -5.12134
H 0.86585 0.40685 -2.86027
O -7.18957 -2.34980 2.02027
N -6.72516 -1.19395 1.95404
O -7.47630 -0.21498 1.82064
O -5.48106 -1.02157 2.01687
```

Calculated values
Spin multiplicity ... 6
<S²> ... 8.776
Kohn-Sham gap (spin up / spin down) ... 3.99 / 4.54 eV
Charge ... -2

***

(5)
DFT (the ωB97M-V functional and the def2-TZVPD basis) results for 2 unconnected molecules or ions with the total composition F2H4N2P at a distorted geometry.

XYZ file:
```
9
Properties=species:S:1:pos:R:3
N 1.29729 0.48719 -0.07811
N -1.46336 0.32307 -0.20309
F 0.15833 -1.67259 2.01564
F 0.22576 -1.51934 -1.20449
P -0.00165 -0.44607 -0.12176
H 2.18606 0.25413 -0.39527
H 1.30582 1.19300 0.69654
H -2.32848 0.06762 -0.54418
H -1.37977 1.31298 -0.16529
```

Calculated values
Kohn-Sham gap (spin up / spin down) ... 9.17 / 9.16 eV
Charge ... +1

***

(6)
DFT (the ωB97M-V functional and the def2-TZVPD basis) results for C3H4N2O2 in the gas phase at a distorted geometry.

XYZ file:
```
11
Properties=species:S:1:pos:R:3
O -1.64009 -1.10340 -2.73418
C -1.26195 -0.81831 -1.64336
N -0.87774 -0.65931 -0.56656
C -0.46270 -0.90315 0.70848
C 0.24034 0.42864 1.30240
N -1.20237 -0.16362 1.64205
O -2.46707 0.61003 1.29651
H 0.25391 -1.71049 0.79924
H 0.91286 0.04081 2.01860
H 0.72804 1.37282 1.11204
H -2.95132 0.07151 0.74630
```

Calculated values
SMILES ... O=C=N[C@H]1CN1O
Kohn-Sham gap ... 9.28 eV

***

(7)
DFT (the ωB97M-V functional and the def2-TZVPD basis) results for a molecular structure, C25H37BBeBr2Cl2CsF5N2O11Si at a distorted geometry.

XYZ file:
```
88
Properties=species:S:1:pos:R:3
C 2.59836 -2.01987 0.59134
Si 2.09272 -2.40653 -1.18139
C 3.43759 -1.76177 -2.29172
C 1.88815 -4.24348 -1.42833
C 0.54754 -1.45553 -1.71008
C -0.70452 -2.30448 -1.58186
N -1.83119 -1.42213 -1.13393
C -3.13707 -2.09767 -1.06051
C -3.38626 -3.26403 -1.73117
C -4.63922 -3.80137 -1.54701
C -5.54393 -3.16535 -0.73509
N -5.33809 -2.00931 -0.09232
C -4.11633 -1.51884 -0.28985
C -1.89702 -0.13289 -1.88194
C -0.53235 0.56522 -1.80951
O 0.40277 -0.18651 -1.08340
H 3.49921 -1.42415 0.64169
H 2.71130 -2.95307 1.12764
H 1.81862 -1.44156 1.08273
H 3.34872 -0.68514 -2.40439
H 3.40269 -2.21736 -3.27336
H 4.39587 -1.94215 -1.81209
H 1.23164 -4.43902 -2.26738
H 2.85254 -4.69572 -1.61657
H 1.50676 -4.69286 -0.50922
H 0.68931 -1.28808 -2.77705
H -0.58263 -3.03532 -0.79309
H -0.86131 -2.76991 -2.54538
H -1.59151 -1.14861 -0.17738
H -2.66544 -3.76211 -2.34932
H -4.91411 -4.71770 -2.03272
H -6.50822 -3.62485 -0.59078
H -3.88712 -0.58704 0.20823
H -2.23608 -0.28509 -2.89648
H -2.61389 0.48968 -1.36822
H -0.13614 0.75494 -2.80443
H -0.63030 1.52106 -1.32040
B 5.39585 -0.11605 2.91901
F 6.68607 0.09051 3.44177
F 5.37742 0.15469 1.54566
F 5.07058 -1.51683 3.11353
F 4.48181 0.66264 3.57632
Be 5.84806 -3.39749 2.68653
F 1.18414 -3.46399 -4.07081
Br 9.02445 -0.38669 -0.82754
C 9.28364 0.67292 0.78421
C 10.39422 0.10361 1.63358
Br 9.80130 -1.47315 2.57437
H 8.31927 0.71124 1.29472
H 9.54594 1.67634 0.43137
H 10.68441 0.81925 2.39931
H 11.27242 -0.18385 1.05887
C -0.61154 3.96623 2.61306
C 0.45557 3.54577 1.91491
C 1.76771 4.18449 2.02434
O 2.67108 3.73290 1.29424
C 1.90602 5.31908 2.91473
C 0.84893 5.75165 3.61399
C -0.50211 5.11481 3.51488
O -1.42600 5.61925 4.13310
O 0.89203 6.80503 4.43005
O 0.36761 2.49734 1.06262
H -1.58287 3.50816 2.50882
H 2.87052 5.79779 2.97467
H -0.01374 6.87286 4.78953
H 1.26286 2.36707 0.70505
C -12.74678 -1.23428 1.35253
C -12.52828 -1.37296 -0.13880
O -11.38760 -0.63021 -0.58810
C -10.20293 -1.18043 -0.31197
O -10.02787 -2.23428 0.24639
O -9.25467 -0.36956 -0.76366
C -7.91559 -0.79726 -0.46039
H -12.81287 -0.18159 1.62978
H -13.66794 -1.73682 1.64811
H -11.92155 -1.67205 1.91108
H -13.37382 -0.95386 -0.68102
H -12.43051 -2.41749 -0.43373
H -7.74774 -1.80922 -0.79961
H -7.73096 -0.71811 0.60683
H -7.25000 -0.12273 -0.98864
Cl 4.86064 4.65870 1.67954
Cs 10.29155 1.46228 -1.82021
Cl -0.14715 2.87268 4.97430
C 11.51025 5.80247 -5.20394
O 11.48031 6.05650 -6.42028
O 12.09003 6.54674 -4.35048
O 10.96682 4.76443 -4.69790
```

Calculated values
Kohn-Sham gap ... 1.45 eV
Charge ... -2

***

(8)
DFT (the ωB97M-V functional and the def2-TZVPD basis) results for a molecular structure, C40H36BF4GeN6OS4Ti.

XYZ file:
```
94
Properties=species:S:1:pos:R:3
Ti -0.97798 -0.34932 0.54751
C -3.00253 0.32568 4.42438
C -3.99249 1.27861 4.19795
C -4.19286 1.73776 2.92119
C -3.39574 1.25231 1.87054
N -2.41336 0.37568 2.10503
C -2.25505 -0.10069 3.35295
N -3.72363 1.73795 0.61640
C -3.33932 1.20000 -0.47906
N -2.53212 0.10222 -0.70170
C -2.59014 -0.22332 -2.04050
N -2.17801 -1.28496 -2.62821
C -1.60421 -2.31473 -1.89433
C -1.65343 -3.59505 -2.45703
C -1.11718 -4.66191 -1.77035
C -0.50104 -4.44439 -0.54599
C -0.47164 -3.15883 -0.06248
N -1.02022 -2.11484 -0.70824
C -3.31964 0.84874 -2.75813
C -3.55285 1.05993 -4.10370
C -4.27721 2.19267 -4.45416
C -4.75394 3.07226 -3.47992
C -4.51854 2.84378 -2.12989
C -3.79140 1.71857 -1.79466
H -2.83124 -0.10899 5.39919
H -4.60667 1.64312 5.01326
H -4.95206 2.46530 2.67499
H -1.51340 -0.87928 3.47596
H -2.13389 -3.70220 -3.41908
H -1.17369 -5.66036 -2.18815
H -0.06634 -5.22921 0.05634
H 0.01473 -2.97170 0.89233
H -3.16525 0.37216 -4.84377
H -4.46813 2.40572 -5.49939
H -5.30531 3.95316 -3.78711
H -4.86080 3.52189 -1.35976
S 0.78175 -4.50421 3.13875
S -0.95045 -3.83649 4.06250
S -2.58352 -4.23149 2.88598
S -2.93768 -2.62346 1.61463
C 1.37242 -1.32000 4.32349
N 1.40874 0.11798 4.08288
C 2.05554 0.93375 5.09344
C 0.93906 0.65367 2.95413
C 1.14993 2.11833 2.73650
O 0.35211 -0.05636 2.11148
H 2.36828 -1.65991 4.61276
H 1.09001 -1.86347 3.42722
H 0.66377 -1.56259 5.11602
H 2.11819 0.34572 6.00665
H 1.48340 1.83606 5.30483
H 3.06781 1.22145 4.79397
H 2.14247 2.42499 3.06239
H 0.39337 2.68708 3.28293
H 1.04417 2.34363 1.68579
F -1.68171 3.68354 -0.70187
B -0.88250 3.33406 0.37410
F -1.44790 3.67452 1.59369
F 0.39813 3.85979 0.23494
F -0.73577 1.85452 0.35657
C 4.80470 2.13050 1.57577
C 4.39667 0.86323 1.97319
C 3.42669 0.18757 1.24365
C 2.85715 0.73771 0.08926
C 3.27914 2.01302 -0.28736
C 4.23506 2.70541 0.44715
Ge 1.39963 -0.24552 -0.84913
C 2.34051 -1.89511 -1.47237
C 1.75036 -2.65667 -2.48523
C 2.32291 -3.83274 -2.94794
C 3.51524 -4.28775 -2.40269
C 4.12465 -3.54728 -1.40053
C 3.54374 -2.36855 -0.94796
C 1.19286 0.72757 -2.59124
C 1.94633 0.44826 -3.73357
C 1.71556 1.10507 -4.93678
C 0.71988 2.06872 -5.02757
C -0.03466 2.37227 -3.90324
C 0.20169 1.70676 -2.70660
H 5.55386 2.66844 2.14574
H 4.82801 0.40292 2.85636
H 3.09267 -0.78578 1.59387
H 2.83675 2.48369 -1.15854
H 4.53191 3.70159 0.13888
H 0.81780 -2.32586 -2.93043
H 1.82655 -4.40079 -3.72709
H 3.96149 -5.21221 -2.75091
H 5.05427 -3.89069 -0.96063
H 4.05053 -1.81203 -0.17032
H 2.72829 -0.30141 -3.68949
H 2.31375 0.85864 -5.80783
H 0.53185 2.57517 -5.96790
H -0.82172 3.11644 -3.95076
H -0.41709 1.95053 -1.85394
```

Calculated values
Spin multiplicity ... 2
<S²> ... 0.756
Kohn-Sham gap (spin up / spin down) ... 5.01 / 5.00 eV
Charge ... -2